[1]
The following is a quantum chemistry calculation of 2 unconnected molecules or ions with the total composition C4H9N2OS at a distorted geometry, from the Open Molecules 2025 dataset.

Computed properties:
calculated total energy: -20147.979 eV
LUMO level: -5.39 eV
total charge: +1
Kohn-Sham gap: 0.32240 hartree

Each line ends with the Löwdin charge.
Cartesian coordinates (Å):
1 C 1.7353 -0.3348 -1.0468  -0.13
2 C 1.6822 -1.1542 0.1624  -0.38
3 C -0.3185 -0.1577 -0.5328  -0.50
4 C -1.7918 -0.0391 -0.8727  -0.17
5 N 0.6617 0.2378 -1.3413  0.10
6 N 0.0909 1.6214 1.3007  0.09
7 O -2.3008 -0.7381 0.2305  -0.15
8 S -0.0281 -1.3405 0.6075  1.19
9 H 2.6729 -0.1260 -1.7285  0.19
10 H 2.2020 -2.0516 -0.0182  0.08
11 H 2.2561 -0.7205 1.1076  0.17
12 H -1.9193 -0.3896 -1.8140  0.11
13 H -2.1707 0.9594 -0.8173  0.14
14 H -0.7492 2.1249 1.1700  0.04
15 H 0.8020 2.2365 1.2418  0.00
16 H 0.0697 1.3778 2.2792  0.06
17 H -2.8946 -1.5056 0.0718  0.14

***

[2]
The following is a quantum chemistry calculation of 2 unconnected molecules or ions with the total composition C10H16O at a distorted geometry, from the Open Molecules 2025 dataset.

Computed properties:
calculated total energy: -12676.799 eV
LUMO level: 0.81 eV
SMILES: Cc1ccc(O)cc1.CCC
Kohn-Sham gap: 0.33971 hartree

Each line ends with the Löwdin charge.
Cartesian coordinates (Å):
1 C -0.8802 2.3986 2.2546  -0.06
2 C -0.2516 2.1566 -0.1998  -0.04
3 C 0.0200 1.9191 1.1437  -0.29
4 C 0.5673 1.6316 -1.1823  -0.03
5 C 1.6077 0.7897 -0.8665  -0.35
6 C 1.0487 1.0373 1.4598  -0.05
7 C 1.8621 0.5033 0.4715  -0.02
8 O 2.2596 0.1924 -1.9002  0.04
9 H -1.0313 2.8573 -0.4487  0.11
10 H 0.3543 1.8106 -2.2387  0.12
11 H -1.3094 3.3706 1.9993  0.08
12 H -0.3230 2.4886 3.1848  0.07
13 H 1.0822 0.5878 2.4417  0.11
14 H 3.1634 -0.0966 -1.6624  0.12
15 H 2.5533 -0.3130 0.6587  0.11
16 H -1.6829 1.6951 2.4753  0.08
17 C -1.5345 -3.3215 0.1158  -0.33
18 C -2.6387 -2.2717 0.2293  -0.13
19 C -1.0237 -3.4320 -1.3207  -0.12
20 H -1.9429 -4.2489 0.5354  0.10
21 H -0.6958 -3.0396 0.7586  0.09
22 H -3.0220 -2.1631 1.2481  0.06
23 H -2.3754 -1.2858 -0.1283  0.06
24 H -0.5247 -2.5140 -1.6182  0.07
25 H -3.5041 -2.6217 -0.3412  0.07
26 H -1.8638 -3.7188 -1.9501  0.07
27 H -0.2499 -4.1949 -1.3936  0.06

***

[3]
The following is a quantum chemistry calculation of C11H16F2OSi in the gas phase at a distorted geometry, from the Open Molecules 2025 dataset.

Computed properties:
calculated total energy: -27022.892 eV
LUMO level: -0.24 eV
SMILES: CC/C=C/C(F)(F)C(=O)C#C[Si](C)(C)C
Kohn-Sham gap: 0.33070 hartree

Each line ends with the Löwdin charge.
Cartesian coordinates (Å):
1 C -2.0471 1.2654 -0.7209  -0.02
2 C -0.9032 1.5788 -0.5248  -0.02
3 C -2.3732 -1.5243 0.6010  -0.06
4 C -3.5080 -1.0712 0.0478  -0.04
5 C -3.4337 1.3234 -0.8396  -0.29
6 C -2.0002 -3.6725 -0.8988  -0.13
7 C 1.5937 2.8473 -1.3861  -0.17
8 C 0.2133 3.2159 1.4173  -0.17
9 C 1.4595 0.3698 0.9926  -0.17
10 C -1.4363 -2.6830 0.1382  -0.22
11 C -4.0606 0.1905 0.4762  -0.35
12 O -4.1282 1.7870 -1.6695  0.16
13 F -5.4730 0.4141 0.4118  0.02
14 F -3.7472 0.5850 1.7573  0.07
15 Si 0.7774 1.9710 0.0887  0.57
16 H -2.1553 -1.2968 1.5591  0.07
17 H -3.8445 -1.3636 -0.9232  0.13
18 H -2.0553 -3.2489 -1.9100  0.06
19 H -3.0062 -3.9823 -0.7635  0.04
20 H -1.2905 -4.6649 -1.0161  0.13
21 H 0.8873 2.9758 -2.2013  0.03
22 H 1.8876 3.8090 -1.2273  -0.02
23 H 2.5187 2.3201 -1.7904  0.06
24 H 0.2005 2.7149 2.3741  0.03
25 H 0.9103 4.0263 1.6039  0.03
26 H -0.7331 3.6182 1.2155  0.01
27 H 2.3805 0.3829 1.6250  0.04
28 H 0.5980 -0.0267 1.5390  0.02
29 H 1.5703 -0.3509 0.1897  0.00
30 H -1.1073 -3.1301 1.0646  0.09
31 H -0.4791 -2.2680 -0.3791  0.13

***

[4]
The following is a quantum chemistry calculation of C8H13N in the gas phase at a distorted geometry, from the Open Molecules 2025 dataset.

Computed properties:
calculated total energy: -9990.760 eV
LUMO level (alpha / beta): 0.77 / 0.83 eV
Kohn-Sham gap (alpha / beta): 0.24999 / 0.29328 hartree

Each line ends with the Löwdin charge.
Cartesian coordinates (Å):
1 C 1.1135 0.9094 -1.0087  -0.04
2 C -1.3025 0.1142 -0.9257  0.00
3 C -2.2648 -0.1509 -0.0736  -0.04
4 C -0.1677 0.3900 -1.7340  -0.42
5 C 0.7564 0.1378 1.2681  -0.37
6 C 0.2175 -0.6301 -2.6692  -0.09
7 C -0.4140 0.8243 1.9645  -0.10
8 C 1.4151 -1.0145 2.0495  -0.05
9 N 1.3471 0.6391 0.2369  0.08
10 H 1.8359 1.2786 -1.6320  0.08
11 H -2.2759 0.0938 1.0136  0.02
12 H -3.2701 -0.4512 -0.3282  0.04
13 H -0.3637 1.2976 -2.3025  0.14
14 H -0.6913 -0.9941 -3.0691  0.08
15 H 0.7727 -1.4671 -2.2773  0.09
16 H 0.8141 -0.2866 -3.4774  0.08
17 H -0.8080 1.6884 1.3310  0.10
18 H -0.2861 1.3771 2.9384  0.09
19 H -1.2434 0.1283 2.1595  0.04
20 H 2.3627 -1.2863 1.5378  0.07
21 H 0.7867 -1.9592 1.9196  0.10
22 H 1.6658 -0.6386 3.0786  0.08

***

[5]
The following is a quantum chemistry calculation of a molecular structure, C32H31N4RhS2Si, from the Open Molecules 2025 dataset.

Computed properties:
calculated total energy: -72208.730 eV
LUMO level: -0.09 eV
Kohn-Sham gap: 0.24872 hartree

Each line ends with the Löwdin charge.
Cartesian coordinates (Å):
1 Rh -0.2931 -0.0575 0.2310  0.95
2 C -0.4245 -2.7647 2.7686  -0.01
3 C 0.8932 -2.3173 2.2089  -0.30
4 C 2.0858 -2.8884 2.6019  -0.05
5 C 3.2890 -2.4207 2.0531  -0.06
6 C 3.2919 -1.3835 1.1563  -0.01
7 C 2.0465 -0.8141 0.8128  -0.44
8 N 0.8991 -1.3159 1.3243  -0.01
9 N 1.7586 0.1917 -0.0167  -0.14
10 Si 2.8015 1.4341 -0.6337  0.40
11 C 4.1350 0.7015 -1.7443  -0.18
12 C 1.7471 2.6119 -1.6455  -0.15
13 C 3.6087 2.3346 0.7957  -0.17
14 H -0.2659 -3.3736 3.6560  0.08
15 H -0.9779 -3.3653 2.0415  0.07
16 H -1.0397 -1.9028 3.0363  0.08
17 H 2.0772 -3.6848 3.3317  0.10
18 H 4.2237 -2.8837 2.3445  0.11
19 H 4.2000 -1.0086 0.7066  0.10
20 H 3.7456 -0.1404 -2.3220  0.02
21 H 4.9989 0.3459 -1.1789  0.02
22 H 4.4944 1.4550 -2.4492  0.03
23 H 2.0113 2.5790 -2.7046  0.03
24 H 1.8761 3.6412 -1.3033  0.04
25 H 0.6895 2.3661 -1.5582  0.00
26 H 4.2157 1.6636 1.4072  0.03
27 H 2.8316 2.7568 1.4379  0.02
28 H 4.2511 3.1476 0.4475  0.03
29 S -3.2826 -3.4521 0.1945  1.13
30 C -3.8743 -2.3810 1.4308  -0.46
31 C -4.9458 -2.5528 2.3004  -0.09
32 C -5.2182 -1.5388 3.1979  -0.08
33 C -4.4405 -0.3755 3.2307  -0.07
34 C -3.3766 -0.2009 2.3694  -0.02
35 C -3.0928 -1.2220 1.4627  -0.31
36 N -2.0681 -1.2133 0.5304  -0.02
37 C -2.0412 -2.3067 -0.1892  -0.55
38 C -1.0624 -2.4363 -1.2524  -0.26
39 C -1.0560 -3.4841 -2.1738  -0.05
40 C -0.1874 -3.4262 -3.2470  -0.09
41 C 0.6471 -2.3195 -3.3926  -0.08
42 C 0.6440 -1.2915 -2.4587  -0.10
43 C -0.2040 -1.3277 -1.3543  -0.20
44 H -5.5485 -3.4507 2.2729  0.11
45 H -6.0471 -1.6462 3.8849  0.10
46 H -4.6756 0.3988 3.9488  0.11
47 H -2.7462 0.6784 2.3925  0.05
48 H -1.7307 -4.3261 -2.0628  0.10
49 H -0.1611 -4.2282 -3.9725  0.10
50 H 1.3129 -2.2658 -4.2461  0.10
51 H 1.3114 -0.4491 -2.5972  0.08
52 C -2.5126 0.3521 -2.4266  -0.01
53 C -2.1227 1.6196 -1.7288  -0.28
54 C -2.5840 2.8257 -2.3113  -0.02
55 C -2.2877 4.0205 -1.7434  0.00
56 C -1.5912 4.0475 -0.5166  -0.17
57 C -1.3322 5.2654 0.1451  -0.05
58 C -0.7157 5.2493 1.3654  -0.08
59 C -0.3661 4.0315 1.9587  -0.12
60 C -0.5932 2.8132 1.3420  -0.61
61 S -0.1960 1.3342 2.1656  0.65
62 C -1.1867 2.8145 0.0432  -0.23
63 N -1.3978 1.6117 -0.6237  0.04
64 H -3.2917 0.5689 -3.1552  0.08
65 H -2.8944 -0.3784 -1.7171  0.07
66 H -1.6694 -0.0948 -2.9485  0.08
67 H -3.1533 2.7666 -3.2280  0.11
68 H -2.6035 4.9523 -2.1969  0.12
69 H -1.6375 6.1912 -0.3251  0.11
70 H -0.5106 6.1748 1.8882  0.10
71 H 0.0905 4.0243 2.9403  0.10

***

[6]
The following is a quantum chemistry calculation of a molecular structure, C4H8P at a distorted geometry, from the Open Molecules 2025 dataset.

Computed properties:
calculated total energy: -13555.944 eV
LUMO level: -4.55 eV
total charge: +1
Kohn-Sham gap: 0.41091 hartree

Each line ends with the Löwdin charge.
Cartesian coordinates (Å):
1 C 0.2961 -1.9105 0.7427  -0.12
2 C 0.7763 -1.6514 -0.4477  -0.17
3 C 1.0817 1.1523 0.5180  -0.17
4 C -1.5545 0.1822 -0.6210  -0.17
5 P -0.0142 -0.2370 0.2418  0.95
6 H 0.5281 -2.5307 1.5043  0.05
7 H 1.7013 -2.1605 -1.4052  0.26
8 H 1.5073 1.7197 -0.2822  0.07
9 H 1.8559 0.8355 1.1100  0.03
10 H 0.4978 1.9711 1.0210  0.09
11 H -2.0570 1.0628 -0.3629  0.04
12 H -2.3320 -0.5206 -0.4708  0.05
13 H -1.4496 0.2437 -1.7404  0.10

***

- What is the formula in the third record?
  C11H16F2OSi

***

- calculated total energy of number 4 (C8H13N)?
  -9990.760 eV

***

- Among the records above, which one has the highest calculated total energy?
  C8H13N